1.
Formula: C48H39AsNOPSZr
Source: the OMol25 dataset
Level of theory: the ωB97M-V functional and the def2-TZVPD basis

Element x y z (Å)
Zr1 -0.08253 0.73187 0.45207
S1 -1.28237 2.12877 -1.14793
C1 -0.08652 3.09129 -2.08701
C2 -0.57060 4.30285 -2.57334
C3 0.24166 5.12383 -3.33996
C4 1.54750 4.75126 -3.61956
C5 2.03883 3.55160 -3.12816
C6 1.23262 2.71256 -2.36319
As1 1.90496 1.01438 -1.72346
C7 2.21850 1.53588 0.18482
C8 2.53700 0.51663 1.10862
C9 2.81016 0.82989 2.43607
C10 2.74703 2.15190 2.86284
C11 2.39777 3.15867 1.97200
C12 2.12412 2.85555 0.64107
C13 3.73255 0.96607 -2.33613
C14 4.76122 1.67391 -1.72271
C15 6.04082 1.62099 -2.25468
C16 6.29165 0.87048 -3.39597
C17 5.26483 0.16437 -4.00577
C18 3.98407 0.20447 -3.47334
H1 -1.58867 4.59697 -2.35568
H2 -0.15221 6.05692 -3.71985
H3 2.18237 5.39019 -4.21788
H4 3.05977 3.26487 -3.34747
H5 2.63843 -0.51171 0.76442
H6 3.07733 0.04532 3.13222
H7 2.96468 2.39553 3.89340
H8 2.33500 4.18350 2.31310
H9 1.84785 3.63982 -0.05428
H10 4.57823 2.27278 -0.83905
H11 6.84243 2.16991 -1.77903
H12 7.29049 0.83456 -3.80931
H13 5.45963 -0.42284 -4.89289
H14 3.19339 -0.36048 -3.95370
C19 -1.42829 -2.86601 4.31111
C20 -2.28924 -1.79073 4.50967
C21 -2.06591 -0.58022 3.87738
C22 -0.95651 -0.43172 3.04733
C23 -0.08730 -1.50116 2.86345
C24 -0.32864 -2.72262 3.48261
N1 -0.71405 0.80452 2.36490
C25 -0.64611 2.00018 3.14026
C26 -0.10314 1.98757 4.42456
C27 0.04913 3.18046 5.11369
C28 -0.31509 4.38807 4.52900
C29 -0.86183 4.39548 3.25520
C30 -1.04381 3.20361 2.56419
H15 -1.61019 -3.80398 4.81840
H16 -3.14375 -1.89821 5.16494
H17 -2.73685 0.25570 4.03029
H18 0.82063 -1.38171 2.27901
H19 0.36012 -3.54508 3.33894
H20 0.19237 1.05201 4.88235
H21 0.45410 3.16633 6.11733
H22 -0.19546 5.31278 5.07685
H23 -1.18002 5.32628 2.80428
H24 -1.52693 3.21006 1.59298
O1 -0.39622 -1.08834 -0.33562
P1 -1.46522 -2.11491 -0.84657
C31 -0.73012 -3.72964 -0.78039
C32 0.43950 -3.96150 -0.06285
C33 0.97263 -5.24057 -0.01698
C34 0.33666 -6.28093 -0.67930
C35 -0.83160 -6.05065 -1.39676
C36 -1.36571 -4.77518 -1.45342
C37 -1.90734 -1.67033 -2.50714
C38 -3.22275 -1.78133 -2.95528
C39 -3.52405 -1.47618 -4.27453
C40 -2.51989 -1.06287 -5.13713
C41 -1.20635 -0.95744 -4.69192
C42 -0.89555 -1.26644 -3.38108
C43 -2.90239 -2.00889 0.19470
C44 -3.61591 -0.80360 0.18751
C45 -4.72869 -0.65736 0.99541
C46 -5.14102 -1.71635 1.79811
C47 -4.43395 -2.90858 1.80877
C48 -3.30684 -3.05867 1.01313
H25 0.93303 -3.14747 0.45248
H26 1.88541 -5.42576 0.53298
H27 0.75477 -7.27791 -0.64207
H28 -1.31988 -6.86296 -1.91717
H29 -2.26796 -4.59486 -2.02706
H30 -4.01215 -2.09691 -2.28488
H31 -4.54341 -1.55947 -4.62555
H32 -2.75991 -0.82388 -6.16454
H33 -0.42900 -0.63825 -5.37308
H34 0.12619 -1.18860 -3.02898
H35 -3.32605 0.00779 -0.47500
H36 -5.28623 0.26949 0.98547
H37 -6.02282 -1.60937 2.41614
H38 -4.75929 -3.72732 2.43629
H39 -2.75306 -3.98897 1.02727

Properties
2S+1   1
Charge   +2
DFT total energy   -136180.439 eV
HOMO level   -13.0 eV



2.
Formula: C48H40AsCsF8N6NaO12
Source: the OMol25 dataset
Level of theory: the ωB97M-V functional and the def2-TZVPD basis

Element x y z (Å)
Cs1 2.89803 2.38150 3.24847
Na1 -1.15453 4.91386 1.06121
As1 -0.18045 0.88426 1.25375
F1 -0.48635 1.25301 -0.46487
F2 0.05897 -0.80991 0.88577
F3 0.08582 0.60615 2.99939
F4 -0.56137 2.60052 1.60555
F5 -1.96453 0.58775 1.49905
F6 1.58581 1.17695 1.02251
F7 -1.60324 4.86967 3.32293
C1 -1.09761 4.31111 4.41569
C2 -0.62670 5.12515 5.40634
C3 -0.16004 4.58104 6.60828
C4 -0.10409 3.21740 6.78527
C5 -0.52634 2.33971 5.76601
C6 -1.04505 2.92214 4.57855
H1 -0.66115 6.17129 5.14023
H2 0.07975 5.22138 7.44427
H3 0.05042 2.85962 7.79250
H4 -0.53685 1.26759 5.89580
H5 -1.37728 2.23620 3.81336
F8 -2.35115 -3.62196 4.10413
C7 -3.32309 -3.75535 3.20182
C8 -4.11432 -4.92853 3.13303
C9 -5.05893 -5.03434 2.10230
C10 -5.22048 -3.97368 1.19984
C11 -4.41723 -2.85093 1.26126
C12 -3.39758 -2.74579 2.25698
H6 -3.99623 -5.71230 3.86662
H7 -5.67970 -5.91686 2.05526
H8 -6.01893 -3.90217 0.47612
H9 -4.58982 -2.03363 0.57670
H10 -2.78690 -1.85552 2.22726
C13 -4.73359 -0.72819 -1.77712
C14 -4.11588 0.08109 -0.86504
C15 -4.79055 0.64227 0.18889
C16 -6.15343 0.45303 0.36973
C17 -6.78891 -0.37645 -0.54596
C18 -6.06899 -1.00547 -1.56480
N1 -6.89079 1.07472 1.45515
O1 -8.10758 0.94141 1.52690
O2 -6.22145 1.76283 2.23691
H11 -4.21398 -1.28671 -2.54163
H12 -3.04946 0.24590 -0.90954
H13 -4.26747 1.18894 0.95956
H14 -7.85277 -0.54669 -0.62103
H15 -6.60927 -1.61224 -2.27637
C19 -0.72746 -3.31783 -1.28468
C20 -0.96782 -2.05546 -1.87011
C21 -0.49513 -1.75075 -3.16173
C22 0.31441 -2.70041 -3.80760
C23 0.67230 -3.87066 -3.12425
C24 0.14265 -4.19660 -1.90117
N2 0.73871 -2.47558 -5.18062
O3 1.43631 -3.31708 -5.75479
O4 0.32333 -1.43295 -5.79961
H16 -1.17499 -3.56848 -0.33426
H17 -1.49902 -1.27650 -1.34338
H18 -0.84897 -0.82635 -3.59379
H19 1.31409 -4.62208 -3.55999
H20 0.35544 -5.16581 -1.47485
C25 1.40864 5.34759 -5.35552
C26 1.62656 5.51187 -3.96108
C27 0.64383 5.11797 -3.10868
C28 -0.54880 4.51773 -3.54229
C29 -0.86993 4.57409 -4.86295
C30 0.11603 4.99241 -5.78737
N3 -1.51020 3.92432 -2.58037
O5 -1.18071 3.97090 -1.38327
O6 -2.48101 3.33197 -3.00841
H21 2.16928 5.66952 -6.05136
H22 2.56064 5.93807 -3.62608
H23 0.84343 5.16852 -2.04849
H24 -1.78828 4.12938 -5.21689
H25 -0.09016 4.97650 -6.84739
C31 1.15400 -4.09256 3.97615
C32 0.61452 -2.82345 4.01279
C33 1.03878 -1.89594 5.00331
C34 2.19983 -2.17191 5.77027
C35 2.77528 -3.42188 5.71461
C36 2.28027 -4.33638 4.76729
N4 2.77153 -1.10037 6.61507
O7 3.52768 -1.36891 7.53747
O8 2.61490 0.09050 6.35384
H26 0.80153 -4.92083 3.37936
H27 -0.28668 -2.65564 3.44176
H28 0.53481 -0.94337 4.93230
H29 3.67696 -3.59402 6.28358
H30 2.79577 -5.27767 4.64639
C37 4.15712 -2.10015 -0.44403
C38 3.09143 -1.63438 -1.21317
C39 3.30020 -1.47820 -2.60170
C40 4.50096 -1.85798 -3.18818
C41 5.48684 -2.48810 -2.43538
C42 5.33261 -2.54003 -1.04613
N5 4.75513 -1.75715 -4.62587
O9 5.68942 -2.31860 -5.17146
O10 3.97911 -1.03254 -5.23697
H31 4.09760 -2.25726 0.62281
H32 2.16834 -1.33187 -0.74117
H33 2.54166 -0.99427 -3.19905
H34 6.34186 -2.99454 -2.85827
H35 6.03876 -3.10268 -0.45351
C43 5.13221 1.94898 -1.97946
C44 5.21528 2.25962 -3.37794
C45 4.05874 2.19343 -4.14821
C46 2.82000 1.91027 -3.53454
C47 2.77839 1.73645 -2.13619
C48 3.92032 1.73609 -1.37758
N6 1.59595 1.74224 -4.31166
O11 0.62862 1.10686 -3.84643
O12 1.59815 2.19048 -5.42190
H36 5.98935 1.91537 -1.32327
H37 6.16673 2.39579 -3.87048
H38 4.10114 2.32417 -5.21943
H39 1.86615 1.56842 -1.58305
H40 3.81083 1.55793 -0.31801

Properties
2S+1   1
Charge   +1
DFT total energy   -171460.821 eV
HOMO level   -10.7 eV



3.
Formula: C48H40BLiN8O16
Source: the OMol25 dataset
Level of theory: the ωB97M-V functional and the def2-TZVPD basis

Element x y z (Å)
Li1 -36.62482 0.92506 22.76165
O1 -34.45593 1.06210 21.88430
C1 -33.28507 1.33293 21.51347
O2 -32.18993 0.57396 21.47290
B1 -31.06675 1.36700 20.97238
O3 -31.62602 2.70598 20.60533
C2 -32.90988 2.71433 20.92687
O4 -33.65853 3.64512 20.84708
O5 -30.55604 0.74670 19.68379
C3 -29.28234 0.47427 19.75398
O6 -28.58655 -0.04837 18.90678
C4 -28.77512 0.93420 21.11366
O7 -29.86975 1.43532 21.80390
O8 -27.57880 0.93771 21.58090
C5 -25.05583 -2.74870 17.01968
C6 -25.38282 -1.73638 17.96254
C7 -25.97524 -0.50999 17.58879
C8 -26.24384 -0.24282 16.28807
C9 -25.88218 -1.19494 15.31503
C10 -25.29358 -2.40414 15.68824
N1 -26.79868 1.13034 15.93570
O9 -26.77658 2.02649 16.76151
O10 -27.25838 1.27604 14.82209
H1 -24.60433 -3.71563 17.18581
H2 -25.14479 -1.83296 19.01154
H3 -26.23204 0.22267 18.33957
H4 -26.08284 -1.02153 14.26810
H5 -24.96712 -3.00051 14.84910
C11 -28.68569 -3.87641 16.52207
C12 -28.60105 -4.22551 15.20979
C13 -28.86567 -3.21187 14.26386
C14 -29.26952 -1.90410 14.69899
C15 -29.61927 -1.68704 16.02229
C16 -29.31228 -2.70211 16.90100
N2 -29.52361 -0.85489 13.70227
O11 -29.24651 -1.04012 12.53814
O12 -30.02487 0.20924 14.07149
H6 -28.55681 -4.65003 17.26457
H7 -28.25064 -5.18391 14.85612
H8 -28.75057 -3.34140 13.19785
H9 -30.13053 -0.80570 16.38041
H10 -29.62408 -2.53169 17.92087
C17 -31.97609 3.98935 17.52705
C18 -33.33646 3.97670 17.26691
C19 -33.84049 3.42508 16.08227
C20 -32.96757 2.96244 15.10762
C21 -31.57686 2.93764 15.34597
C22 -31.12130 3.50155 16.55582
N3 -33.55901 2.42392 13.86575
O13 -34.74335 2.80052 13.52013
O14 -32.89724 1.59912 13.27296
H11 -31.63599 4.27174 18.51244
H12 -34.07819 4.30059 17.98199
H13 -34.89839 3.46917 15.86942
H14 -30.95745 2.62488 14.51837
H15 -30.05802 3.48546 16.74443
C23 -30.83662 7.27964 21.01404
C24 -31.34045 8.59898 21.37083
C25 -32.60258 8.91680 20.79982
C26 -33.38748 7.92707 20.18750
C27 -32.96582 6.55534 20.14427
C28 -31.64040 6.28146 20.50946
N4 -34.69241 8.30679 19.66100
O15 -35.34618 7.47426 19.03165
O16 -35.15526 9.37591 19.90328
H16 -29.78418 7.12481 21.20057
H17 -30.60559 9.34004 21.64871
H18 -32.96313 9.93479 20.81030
H19 -33.56248 5.78369 19.68063
H20 -31.27889 5.26444 20.47224
N5 -35.67113 -0.55995 18.52779
C29 -34.59425 0.18241 18.19826
C30 -33.29917 -0.33003 18.14819
C31 -33.09161 -1.64864 18.49748
C32 -34.17349 -2.46967 18.81582
C33 -35.42327 -1.89197 18.83280
H21 -34.75264 1.10873 17.66606
H22 -32.44630 0.28950 17.91323
H23 -32.07218 -1.98269 18.62228
H24 -34.01520 -3.51473 19.03760
H25 -36.28501 -2.50436 19.05368
N6 -27.51872 5.79174 20.86953
C34 -28.35065 4.73597 20.74811
C35 -28.53166 4.07396 19.52107
C36 -27.88854 4.58175 18.42156
C37 -26.93283 5.60133 18.54822
C38 -26.75610 6.17591 19.79341
H26 -28.98370 4.54009 21.60092
H27 -29.27575 3.29127 19.51009
H28 -28.13672 4.21419 17.43683
H29 -26.31717 5.94420 17.72980
H30 -25.91877 6.82403 20.00602
N7 -30.68269 -4.65528 20.66674
C39 -29.31856 -4.96913 20.59387
C40 -28.32906 -4.08452 20.93219
C41 -28.67934 -2.80742 21.32470
C42 -30.04952 -2.47638 21.45367
C43 -31.00088 -3.38720 21.06983
H31 -29.01946 -5.97344 20.33257
H32 -27.31556 -4.44850 20.85021
H33 -27.94981 -2.13375 21.74937
H34 -30.39497 -1.49753 21.75185
H35 -32.03763 -3.08579 21.04335
N8 -36.99963 2.89701 22.67360
C44 -38.25605 3.40602 22.43162
C45 -38.66499 4.74400 22.52921
C46 -37.71991 5.71519 22.93575
C47 -36.38284 5.29320 22.99694
C48 -36.10981 3.91265 22.96388
H36 -38.93940 2.58999 22.24854
H37 -39.71860 4.95813 22.42708
H38 -37.87931 6.78323 22.95252
H39 -35.65850 6.09416 23.01068
H40 -35.10426 3.54188 23.09728

Properties
2S+1   1
DFT total energy   -95979.761 eV
HOMO level   -9.3 eV



4.
Formula: C48H40F8
Source: the OMol25 dataset
Level of theory: the ωB97M-V functional and the def2-TZVPD basis

Element x y z (Å)
F1 -0.63007 2.03828 6.58815
C1 0.55979 1.53606 6.49351
C2 1.17976 1.38084 7.70592
C3 2.43217 0.83478 7.69753
C4 3.03608 0.45229 6.50469
C5 2.38085 0.64806 5.28028
C6 1.11542 1.13313 5.30867
H1 0.55991 1.56941 8.57000
H2 2.81318 0.65549 8.69206
H3 4.06964 0.13898 6.50404
H4 2.76242 0.27290 4.34216
H5 0.53578 1.16165 4.39784
F2 2.25178 2.12214 0.31961
C7 1.17530 1.37917 -0.13568
C8 0.48840 0.47424 0.71436
C9 -0.68852 -0.12552 0.26928
C10 -1.08520 0.02491 -1.08211
C11 -0.35467 0.81928 -1.90534
C12 0.76978 1.45997 -1.46036
H6 0.87635 0.39246 1.71896
H7 -1.20763 -0.63180 1.06966
H8 -1.92000 -0.50843 -1.51229
H9 -0.73534 0.72373 -2.91150
H10 1.32683 2.15295 -2.07344
F3 2.18007 4.11610 -3.22569
C13 1.10355 4.86342 -3.53355
C14 1.00251 6.23889 -3.17857
C15 -0.11629 6.97137 -3.59712
C16 -1.11219 6.32419 -4.27129
C17 -0.97061 4.99403 -4.67764
C18 0.10599 4.26187 -4.15976
H11 1.80564 6.74315 -2.66174
H12 -0.21006 7.99832 -3.27623
H13 -1.97014 6.92423 -4.53641
H14 -1.84787 4.53129 -5.10507
H15 0.26392 3.20893 -4.34078
F4 -3.58968 -1.85163 -8.98993
C19 -3.59962 -1.16292 -7.84421
C20 -4.77118 -0.49490 -7.52437
C21 -4.73970 0.29255 -6.35701
C22 -3.64869 0.31227 -5.55713
C23 -2.46171 -0.41363 -5.89752
C24 -2.45537 -1.19416 -7.08844
H16 -5.64867 -0.59365 -8.14619
H17 -5.66952 0.81160 -6.17699
H18 -3.62968 0.76987 -4.57905
H19 -1.67877 -0.40822 -5.15362
H20 -1.54021 -1.70467 -7.34973
F5 -1.71201 -5.52191 2.85182
C25 -0.91309 -5.13812 1.85853
C26 -0.58027 -3.77609 1.77054
C27 0.33786 -3.37769 0.83513
C28 0.90308 -4.35392 -0.02537
C29 0.50787 -5.65095 0.02777
C30 -0.35712 -6.09673 1.01441
H21 -0.89551 -3.04856 2.50385
H22 0.68075 -2.35744 0.74610
H23 1.56986 -3.96494 -0.78069
H24 1.01357 -6.32381 -0.64893
H25 -0.58462 -7.14894 1.10106
F6 -2.80330 -2.61412 -0.43583
C31 -3.37812 -3.42266 -1.32224
C32 -3.05765 -4.76574 -1.29749
C33 -3.44474 -5.52782 -2.42679
C34 -4.23802 -5.00699 -3.38160
C35 -4.71698 -3.70139 -3.30076
C36 -4.31169 -2.92996 -2.25940
H26 -2.41838 -5.09182 -0.49040
H27 -3.07438 -6.53956 -2.50177
H28 -4.50946 -5.63206 -4.21946
H29 -5.32186 -3.39925 -4.14293
H30 -4.56280 -1.87962 -2.24812
F7 -1.36399 -0.71849 3.81053
C37 -1.11055 -1.17864 5.05245
C38 -0.03125 -1.96840 5.27503
C39 0.06483 -2.58195 6.54914
C40 -0.89858 -2.30298 7.53803
C41 -1.88330 -1.38790 7.30057
C42 -2.05680 -0.84976 6.03931
H31 0.69505 -2.31756 4.55602
H32 0.82348 -3.31628 6.77632
H33 -0.85503 -2.82790 8.48088
H34 -2.64782 -1.30546 8.05894
H35 -3.02840 -0.46484 5.76687
F8 6.56835 1.25828 0.17539
C43 6.57084 2.58164 -0.03023
C44 7.78746 3.22266 -0.00089
C45 7.89161 4.54628 -0.13447
C46 6.72519 5.25321 -0.45533
C47 5.42530 4.70759 -0.31215
C48 5.43390 3.35471 -0.18088
H36 8.59569 2.60342 0.35926
H37 8.86039 5.02254 -0.16679
H38 6.77439 6.30065 -0.71387
H39 4.50605 5.19224 -0.60625
H40 4.50631 2.80404 -0.23310

Properties
2S+1   2
Charge   +1
DFT total energy   -72152.954 eV
HOMO level (alpha / beta)   -10.4 / -10.4 eV



Q: Among the records above, which one has the highest 2S+1?
A: C48H40F8



Q: The highest 2S+1 belongs to which entry?
A: C48H40F8